No. 1
{
  "formula": "CH3N4O",
  "method": "the ωB97M-V functional and the def2-TZVPD basis",
  "species": ["N", "H", "H", "O", "N", "H", "C", "N", "N"],
  "xyz": [[-1.71975, 0.15070, 0.02433], [-2.22649, -0.78658, 0.15999], [-2.00255, 0.38144, -0.93681], [3.68781, 0.52295, -0.00158], [-0.27771, 0.34306, 0.15173], [-2.10630, 0.66848, 0.73921], [2.66158, 0.05748, 0.05944], [1.63537, -0.62733, -0.10098], [0.34805, -0.71020, -0.09533]],
  "total_charge": 1,
  "relative_energy_kj_mol": 156.77,
  "gap_ev": 10.20,
  "fmax_ev_per_a": 4.170
}

=====

No. 2
{
  "formula": "C4H8O2",
  "method": "the ωB97M-V functional and the def2-TZVPD basis",
  "species": ["H", "H", "O", "H", "H", "H", "O", "C", "C", "C", "H", "C", "H", "H"],
  "xyz": [[0.61562, -2.20677, 0.59589], [-1.76487, -0.73491, 0.67291], [1.45706, -0.38642, 0.10196], [-1.17006, 1.07371, -1.24662], [1.02964, 0.25458, -1.82954], [0.38543, -0.91162, 1.78554], [-0.75603, 1.66881, 0.63208], [-0.55691, 0.72956, -0.40903], [0.91439, 0.58322, -0.78652], [-0.88897, -0.70217, 0.02018], [-0.04190, 1.56163, 1.27408], [0.40632, -1.13731, 0.70950], [-1.08345, -1.32010, -0.86426], [1.45373, 1.52778, -0.65616]],
  "relative_energy_kj_mol": 116.34,
  "gap_ev": 10.64,
  "fmax_ev_per_a": 0.345
}

=====

No. 3
{
  "formula": "C39H88BrN2O17",
  "method": "the ωB97M-V functional and the def2-TZVPD basis",
  "species": ["H", "C", "H", "H", "C", "H", "H", "C", "H", "H", "O", "H", "H", "O", "H", "H", "H", "O", "C", "H", "H", "H", "H", "O", "H", "H", "O", "H", "O", "H", "C", "H", "H", "H", "C", "C", "C", "C", "H", "H", "H", "H", "H", "C", "O", "H", "H", "Br", "H", "H", "H", "O", "H", "H", "H", "H", "H", "C", "H", "N", "H", "H", "H", "C", "H", "C", "H", "C", "C", "H", "H", "H", "H", "O", "O", "H", "H", "H", "H", "C", "H", "C", "H", "C", "C", "H", "O", "C", "C", "H", "C", "C", "H", "O", "C", "C", "H", "C", "H", "H", "H", "H", "H", "H", "H", "H", "H", "N", "O", "O", "H", "C", "H", "H", "C", "H", "O", "H", "C", "O", "C", "C", "C", "H", "H", "C", "H", "H", "C", "H", "C", "C", "H", "O", "H", "H", "H", "C", "H", "H", "C", "H", "H", "H", "H", "H", "C"],
  "xyz": [[5.09229, -1.97246, -4.49507], [-1.93614, 5.23435, 1.25852], [-3.57071, 3.35609, -2.26043], [-4.53617, 2.86797, -0.88789], [3.15059, -1.39669, 0.93529], [-1.21397, 1.71549, 2.17285], [2.61524, -0.37958, 3.54783], [-1.29501, -2.14180, 3.06253], [-2.98764, 6.94426, 0.42838], [-3.96452, 5.25411, -0.55878], [5.29986, -4.03461, -4.39283], [-7.09676, -6.52024, 4.11786], [-1.47729, -2.73176, 2.17305], [0.08069, -2.19657, 5.03574], [-0.06959, 7.73184, -1.62079], [3.16826, -1.80758, 5.34149], [-2.04430, -0.35057, -0.82238], [-2.86884, 4.29896, 0.90497], [3.79844, -1.91368, 4.45593], [-4.07549, -3.51544, 1.45174], [6.58118, -3.68190, -5.98492], [-3.72511, -0.97001, 4.92869], [-1.62681, 1.65280, -4.08172], [4.07955, -3.30266, 4.36963], [0.49667, 2.15469, -3.81807], [-2.78385, 1.16119, 5.12735], [3.03173, -2.55819, -2.94397], [-0.63472, 11.40954, -6.08860], [-0.35879, 9.41449, -5.83952], [1.05032, -3.68839, 6.10481], [-2.49148, 2.14847, -0.77702], [-1.60293, 2.62148, -0.36200], [4.96606, -4.81588, 3.40534], [0.40660, -3.38717, 3.40689], [-3.17297, 4.50376, -0.51031], [5.35190, -2.76081, -3.77831], [3.01788, -1.36566, 3.28406], [2.38712, -3.69665, -3.50997], [-7.25337, -6.71420, -1.16182], [-6.55608, -7.94886, -0.09899], [-2.06730, -1.23605, 5.45297], [-8.59159, -7.05997, 2.37121], [1.54330, 8.13274, -0.98144], [-2.16503, 1.24423, -2.00035], [2.15976, 7.66873, -5.69661], [-1.74045, 3.04468, -3.03770], [-5.72902, -1.42895, 2.25115], [0.65698, 3.63096, -1.97426], [-7.21152, -5.07374, 3.12850], [-2.89186, 6.92356, 2.18770], [7.33380, -1.68119, 5.57305], [6.75442, -2.01907, 3.61073], [8.66857, -1.94418, 4.40830], [-0.07213, 0.70731, -0.26774], [-1.05900, 7.70277, -6.71122], [3.87307, -1.35077, 0.12104], [7.16157, -3.97478, 3.17279], [-7.40466, -7.26920, -0.23737], [-5.16367, -5.77920, 1.05210], [0.09117, 2.05749, -2.88900], [2.92460, -4.05962, -4.38596], [1.66930, -4.39012, -1.61501], [-6.33133, -2.42528, 3.61121], [-2.41537, 0.56295, 4.28459], [-4.53085, -3.66346, 3.16828], [2.11727, -4.81278, -2.52292], [2.18289, -2.04001, 3.06583], [-0.53775, 10.51799, -6.70465], [-6.84404, -6.10052, 3.14180], [2.66005, -2.37883, 0.91285], [-2.27780, 4.87902, -1.02156], [4.56491, -3.53011, -1.91659], [0.39982, 7.16879, -4.70257], [-2.58317, -1.82907, 3.54743], [-7.47787, -6.33326, 0.81657], [4.81789, -3.36605, 2.42242], [-1.17377, 2.83816, 3.56750], [0.37914, 8.40613, -7.49750], [-7.06917, -7.93860, 2.07149], [5.05303, -3.72699, 3.42595], [1.32790, 6.74689, -2.10302], [0.99453, 7.76512, -1.85459], [6.64450, -3.68041, 4.85393], [-2.34457, 6.69699, 1.27390], [2.52617, 8.82304, -4.94921], [-0.75976, -1.24197, 2.75410], [-5.42371, -6.14282, 3.08434], [0.79142, 7.29544, -5.71501], [-6.39785, -2.25383, 2.53138], [-1.44707, 10.40229, -7.30405], [0.26770, -2.93247, 6.23019], [0.68083, 0.82306, -2.29969], [0.57578, -2.23283, 7.00476], [-6.08485, -3.42404, 1.81139], [5.54917, -3.98723, -5.78192], [7.67661, -1.50231, 4.54796], [0.32540, 10.64263, -7.36702], [2.49874, 8.62622, -3.44951], [0.77724, 6.31220, -6.19398], [4.31376, -6.43425, -0.71437], [5.39487, -4.98778, -6.18047], [-1.03030, -3.82014, 4.37253], [7.74039, -0.42737, 4.38973], [-2.96334, 1.49354, -0.04342], [3.16850, -5.19658, -0.17037], [2.57103, -6.78544, -0.74462], [1.93935, 9.69193, -5.24746], [-1.54880, -0.02845, -1.64822], [3.84690, -1.20498, 2.13879], [1.16440, 8.61649, -2.95805], [6.37733, -2.59204, -3.42426], [4.40947, -2.69094, -2.59534], [-7.42150, -1.97594, 2.28603], [0.94031, 0.12743, -3.10042], [-3.53769, 3.19426, -1.17935], [1.63285, 1.11449, -1.85555], [3.30437, -5.51837, -2.21560], [4.85757, -3.30025, -6.28314], [6.47925, -3.39609, 3.80929], [-0.83271, 4.89652, 1.58004], [-0.15824, 0.18078, -1.22652], [-0.78275, 1.89964, 3.16549], [-2.68041, -0.90686, 4.61477], [-8.33096, -7.84775, -0.31543], [-1.43678, 7.28796, 1.20140], [-4.78261, -5.45581, 2.02274], [2.39855, -0.60683, 0.78687], [4.64833, -1.78020, -2.03984], [-0.43955, -2.98417, 3.98181], [1.41780, -3.32832, -3.85749], [-0.09937, 8.20770, -6.53245], [3.32819, -6.00830, -0.89028], [3.56210, 9.02170, -5.23125], [-1.03023, 0.85211, 4.11674], [4.70464, -1.33314, 4.63358], [1.40622, -5.51866, -2.97214], [-2.96851, 0.84571, 3.38005], [-4.80927, -3.94655, 2.14851], [0.29808, 1.98276, 3.05893], [0.28429, -0.78959, -1.07519], [-1.39419, 2.01342, -3.07949], [-0.66402, -3.41447, 6.54490], [-3.13175, 0.99455, -2.44916], [3.03070, 9.45691, -2.97016], [-3.73594, -5.76800, 2.07842], [3.01072, 7.68922, -3.20238], [-7.53522, -6.94769, 2.09530]],
  "total_charge": 1,
  "gap_ev": 5.57,
  "fmax_ev_per_a": 1.379
}

=====

No. 4
{
  "formula": "C18H54BaNO12",
  "method": "the ωB97M-V functional and the def2-TZVPD basis",
  "species": ["O", "O", "C", "C", "O", "H", "O", "O", "H", "H", "H", "N", "O", "H", "H", "H", "H", "H", "C", "H", "H", "H", "C", "H", "C", "C", "H", "C", "H", "H", "O", "H", "O", "C", "O", "H", "H", "C", "H", "H", "C", "H", "H", "O", "H", "H", "H", "H", "H", "Ba", "C", "C", "H", "H", "H", "H", "H", "H", "H", "H", "H", "H", "H", "H", "H", "O", "H", "H", "H", "H", "H", "C", "C", "H", "C", "C", "C", "H", "O", "H", "H", "H", "H", "H", "H", "C"],
  "xyz": [[2.69234, 2.28137, 0.68533], [0.85749, 0.21871, 0.38700], [-1.58407, -3.79519, 0.55398], [2.52267, -3.78902, 1.32881], [-0.68315, 1.20693, -3.74143], [-0.70863, -2.17374, 0.03498], [-3.41324, -1.38768, 1.41219], [1.27199, -1.33338, 3.37759], [-3.46497, 3.19040, 1.86485], [-0.95392, 5.73538, 1.16286], [3.68300, -2.80033, -2.93498], [-0.22973, 0.43838, -0.13286], [2.05945, -2.58907, 0.90712], [-0.04290, 0.88622, 2.67423], [3.59202, 5.06073, 1.19171], [-1.89231, -3.26608, 1.45570], [4.98580, 4.74635, 0.22334], [2.08540, -2.13145, -3.43887], [-0.14179, -1.16097, 3.45768], [-5.07107, -0.69420, 0.44220], [1.76318, -4.38661, 1.83296], [0.85883, 5.09272, -1.18316], [-0.44035, 0.36994, 3.54807], [1.20636, -2.72354, 0.48787], [-3.10207, 2.65058, 0.99020], [-5.62356, -2.46590, 1.46269], [3.30412, -5.58997, 0.45958], [-4.32531, 2.26244, 0.06952], [0.62605, 6.34574, 0.96684], [-2.10405, -5.78529, 1.17724], [-4.88339, 3.45934, -0.44677], [-5.88282, -1.99544, 2.41113], [-0.35482, 1.37003, -0.90958], [3.59013, 3.17987, 0.02524], [0.46748, 3.74562, 0.30766], [2.29791, -0.37709, -1.69682], [3.04597, 3.62216, -0.80925], [2.81718, -2.21009, -2.63488], [-5.73408, 3.32776, -0.87177], [-0.49629, -5.29768, 1.63938], [-4.59582, -1.64062, 0.70006], [-2.46001, 3.28040, 0.37443], [-0.53898, -1.68767, 4.32539], [4.10052, -0.93995, -0.88559], [1.80350, 2.61640, 0.54638], [-2.37911, -3.77306, -0.19136], [-0.90992, 4.63151, -1.03497], [-0.57206, 6.97272, -0.13616], [0.42007, -0.50526, -4.03068], [3.20125, -0.22254, 1.74731], [4.24472, 4.25561, 0.85428], [0.52961, 0.56908, -4.17866], [-5.07224, 1.71544, 0.64484], [1.01563, 2.05874, -5.66792], [-4.34622, -2.12900, -0.24189], [0.04884, 0.82926, 4.40704], [-1.50895, 0.50849, 3.71235], [-6.57781, -2.51400, 0.93810], [4.35704, 2.56517, -0.44600], [-0.07772, 2.98348, 0.09906], [-0.59841, -1.58054, 2.56127], [-0.67109, 1.08531, -2.78923], [4.71887, 3.88094, 1.76143], [4.85573, -1.45475, -1.17923], [1.48634, -2.11043, 3.89898], [-1.20160, -0.34391, 0.00895], [-2.77793, -0.99295, 0.81040], [1.39487, 0.90157, -3.60518], [3.87629, -4.17541, -0.40637], [2.24811, -4.79217, -0.58919], [-0.05741, 0.78704, -6.27568], [-0.25963, 6.07258, 0.39321], [-1.22929, -5.23212, 0.83533], [3.36904, -3.72790, 2.01292], [0.01931, 4.87883, -0.52168], [0.81040, 0.98842, -5.64763], [3.02824, -4.58409, 0.14307], [-5.21025, -3.46514, 1.59985], [-0.44137, -3.09562, 0.01739], [-4.07514, 1.64544, -0.79350], [1.67351, 0.44493, -6.03202], [2.30437, -2.84152, -1.90933], [-0.90352, -5.75038, -0.06655], [3.68302, -0.24044, -2.76504], [-2.53608, 1.76347, 1.27440], [3.21641, -0.87333, -2.01017]],
  "total_charge": 2,
  "s_squared": 0.76,
  "spin_multiplicity": 2,
  "gap_ev": [8.41, 2.43],
  "fmax_ev_per_a": 3.061
}

=====

No. 5
{
  "formula": "C21H19Br2Cl2NO",
  "method": "the ωB97M-V functional and the def2-TZVPD basis",
  "species": ["C", "H", "H", "H", "C", "C", "H", "C", "C", "H", "Cl", "H", "H", "H", "C", "C", "C", "H", "C", "H", "C", "C", "H", "O", "C", "Br", "C", "H", "Cl", "N", "H", "H", "H", "C", "H", "C", "H", "H", "Br", "C", "C", "C", "C", "H", "C", "C"],
  "xyz": [[1.18930, 1.16053, 1.27862], [2.02522, 2.16400, 3.10124], [-1.55861, -0.75012, 1.25026], [1.99115, 1.54345, 0.70250], [-0.77326, 0.17557, 2.87353], [-2.77514, -4.27463, 3.74173], [-4.64765, -3.54555, 4.65107], [-0.64465, 2.60208, -1.79273], [-1.50518, -3.94629, 3.29491], [-4.12458, -1.22165, 4.38780], [0.45022, -0.91079, -5.82425], [-1.35454, 1.89540, -2.04967], [1.98073, 3.49472, -3.30680], [-0.49449, 2.79277, -0.74282], [1.03934, -1.54469, -0.66318], [0.76415, 2.07266, -2.25191], [2.02337, 0.62043, -4.19195], [-1.03625, 3.53988, -2.22502], [-1.08916, -2.62261, 3.46610], [-0.12637, 0.30366, -3.22180], [1.23983, 1.50061, 2.69469], [0.45857, -0.29125, -0.77419], [2.37270, 0.78848, -1.25999], [-1.69165, -0.33246, 3.75313], [-3.69293, -3.30386, 4.22672], [3.14683, -1.01945, -3.97545], [1.25707, 0.57964, -5.57530], [-3.09066, -5.29221, 3.75085], [0.07479, 1.85728, -5.81692], [1.58049, -2.59756, -0.73259], [0.00804, -2.41426, 3.26789], [0.26743, 1.21726, 4.43857], [1.55634, 4.02195, -1.66830], [1.84124, 3.18789, -2.30942], [2.80456, 2.90761, -1.97489], [0.90588, 0.76278, -3.10235], [-0.58118, -0.49972, -1.12811], [-0.86167, -4.72844, 2.92315], [2.54469, 0.48305, -7.07662], [-2.00294, -1.62947, 3.76921], [0.27965, 0.98505, 3.41453], [-3.32049, -1.97123, 4.13563], [0.33612, 0.21512, 0.70062], [2.68016, 1.56230, -4.03621], [1.29549, 0.69825, -1.60990], [-0.74199, -0.23621, 1.48761]],
  "gap_ev": 8.75,
  "fmax_ev_per_a": 7.520
}

=====

No. 6
{
  "formula": "C14H28Br12O2Sr2",
  "method": "the ωB97M-V functional and the def2-TZVPD basis",
  "species": ["H", "Br", "H", "C", "H", "Sr", "H", "H", "C", "Br", "C", "H", "H", "H", "C", "Br", "H", "Br", "Br", "C", "H", "C", "H", "Sr", "H", "H", "Br", "Br", "H", "H", "Br", "H", "H", "H", "H", "Br", "C", "C", "H", "H", "H", "O", "H", "Br", "C", "H", "C", "Br", "H", "C", "C", "Br", "C", "H", "H", "H", "C", "O"],
  "xyz": [[9.38349, -13.56842, -9.98143], [3.50953, -7.55198, -7.69071], [8.42945, -13.96821, -11.18441], [11.67119, -23.62676, -13.90036], [13.34308, -5.75291, -7.76499], [14.76407, -12.73832, -12.86631], [11.10020, -21.60337, -14.48309], [7.37013, -17.54197, -3.76804], [9.98688, -15.41358, -11.14865], [10.68000, -14.94405, -17.79138], [11.74936, -22.42622, -14.78245], [8.59581, -19.66665, -3.62711], [6.16306, -6.95333, -14.52221], [8.55880, -18.87793, -5.25900], [8.45568, -17.44478, -3.78347], [3.78169, -12.19424, -6.53440], [8.74347, -7.02864, -14.72494], [7.73952, -16.04725, -19.11784], [10.45791, -5.49176, -7.39903], [3.02409, -10.39530, -6.83422], [11.77579, -6.20972, -9.43243], [9.50375, -13.91095, -11.00920], [8.57570, -7.00454, -16.44013], [15.92948, -19.27613, -9.60626], [9.30695, -13.27801, -19.20095], [9.55031, -15.78353, -12.07636], [14.18098, -7.77966, -8.89993], [9.04822, -17.20743, -1.85144], [8.78532, -16.66727, -4.47261], [7.92201, -14.80215, -16.87679], [7.91542, -4.71109, -15.47571], [9.47377, -16.07398, -10.44958], [10.64042, -23.98105, -13.91000], [12.91663, -7.17179, -6.74743], [9.34198, -12.92114, -17.37850], [10.88469, -18.83913, -4.41687], [9.21258, -13.64830, -18.18012], [11.59195, -6.63378, -8.44527], [5.07764, -9.60098, -6.84560], [6.97261, -8.39185, -15.07087], [2.21926, -10.51417, -7.55964], [11.35164, -15.74993, -11.13760], [11.11069, -7.61032, -8.49880], [12.01759, -23.06612, -12.01358], [8.92284, -18.82172, -4.23313], [7.00012, -13.81719, -17.98622], [4.11925, -9.49827, -7.35457], [13.55197, -21.61985, -14.77637], [12.39267, -24.39413, -14.18093], [7.89030, -14.44091, -17.90469], [6.75420, -7.35925, -15.34311], [5.71011, -7.29936, -17.02818], [12.94115, -6.76608, -7.75881], [11.42807, -22.55376, -15.81618], [4.32476, -9.91265, -8.34155], [2.67691, -10.10694, -5.84204], [8.06714, -6.71561, -15.52035], [10.08809, -12.90087, -11.81954]],
  "total_charge": 2,
  "relative_energy_kj_mol": 1412.76,
  "gap_ev": 2.21,
  "fmax_ev_per_a": 6.203
}

=====

| no. | E (a.u.) |
| --- | --- |
| 1 | -333.773214 |
| 2 | -307.668118 |
| 3 | -5500.775047 |
| 4 | -1700.614845 |
| 5 | -7009.893352 |
| 6 | -31649.326400 |